The following is a DFT calculation (ωB97M-V with the def2-TZVPD basis set) of a cluster of 2 separate species, CCl6P in total.

```
8
Properties=species:S:1:pos:R:3:forces:R:3:lowdin_charge:R:1
C 0.9441 -1.5794 0.4320 -0.70 -0.54 -1.49 -1.523
P -1.1414 2.1709 -1.1440 0.84 0.66 -0.99 -0.305
Cl 0.7796 -2.1412 -1.1774 0.31 0.46 1.42 0.779
Cl 0.9245 0.0533 0.6496 0.42 -0.87 0.40 0.763
Cl 0.9365 -2.7224 1.6311 0.19 0.78 -0.25 0.861
Cl -2.4540 3.6569 -1.4279 -0.28 0.19 -0.03 0.193
Cl -2.1537 0.8917 -0.0177 -1.19 -1.10 0.70 0.135
Cl -0.0220 2.9628 0.3838 0.41 0.42 0.24 0.095
```
Forces are in eV/Å.

E_HOMO = -13.3 eV
relative energy (zero: lowest compared OMol25 entry of this formula, charge and spin) = 1.539 eV
multiplicity = 1
charge = +1
frontier orbital gap = 0.2115 Eh

---

The following is a DFT calculation (ωB97M-V with the def2-TZVPD basis set) of a cluster of 2 separate species, C9H14 in total.

```
23
Properties=species:S:1:pos:R:3:forces:R:3:lowdin_charge:R:1
C -1.2177 -1.0998 1.8846 -1.77 -0.80 -1.85 -0.055
C 0.0182 -0.4026 1.3363 -0.73 -2.63 1.78 -0.316
C 0.0405 0.9425 1.2854 0.58 1.18 -0.69 -0.089
C 1.1896 1.6131 1.0858 3.56 -2.95 -0.48 -0.058
C 2.4525 0.9501 0.8527 -6.83 -3.75 -0.28 -0.024
C 2.3316 -0.4363 0.6318 0.42 0.98 1.81 -0.061
C 1.1856 -1.0982 1.1172 0.62 -0.80 -0.03 -0.058
H -1.9328 -0.4365 2.3163 -0.18 1.22 0.36 0.047
H -1.0794 -1.7982 2.7112 0.51 -0.44 -0.53 0.073
H -1.9340 -1.5431 1.0482 1.89 0.27 1.46 0.117
H -0.8055 1.5069 1.4044 -2.28 1.11 0.36 0.093
H 1.3744 2.5898 0.9231 -0.70 3.63 0.22 0.066
H 3.1739 1.6059 0.7793 4.40 2.40 -0.89 0.041
H 3.1442 -1.0469 0.3244 0.83 -0.32 -0.05 0.084
H 1.2863 -2.1538 1.4930 -0.32 0.90 -1.19 0.132
C -0.4876 -0.2980 -2.3027 -0.17 -0.30 -1.54 -0.169
C -1.7799 0.4880 -2.5393 -0.23 -0.55 -0.24 -0.181
H 0.3471 0.4506 -2.2573 -0.45 -1.19 0.04 0.079
H -0.6177 -0.8276 -1.3936 0.49 -0.51 1.03 0.017
H -0.3460 -1.1124 -3.1055 0.15 1.53 1.00 0.091
H -2.6413 -0.1271 -2.9030 0.98 0.65 -0.71 0.079
H -2.2250 0.8387 -1.6395 0.10 0.44 1.30 0.033
H -1.4768 1.3949 -3.0529 -0.87 -0.07 -0.86 0.058
```
Forces are in eV/Å.

E_HOMO = -8.9 eV
relative energy (zero: lowest compared OMol25 entry of this formula, charge and spin) = 2.213 eV
multiplicity = 1
frontier orbital gap = 0.3641 Eh

---

The following is a DFT calculation (ωB97M-V with the def2-TZVPD basis set) of a structure of composition C5H8N2O.

```
16
Properties=species:S:1:pos:R:3:forces:R:3:lowdin_charge:R:1
C -0.7183 0.3094 0.1682 -8.42 1.86 -1.56 -0.275
C 0.3030 1.4263 -0.1293 0.00 1.38 -0.22 -0.111
C 1.5274 0.5786 0.1358 -0.46 -1.50 -0.66 -0.231
C 0.8895 -0.6402 -0.5850 4.07 -2.81 1.69 -0.285
C -0.1949 -1.0907 0.3779 2.05 4.66 2.83 -0.046
H -3.6603 -0.2577 -0.0176 -2.41 1.10 0.47 0.065
H 0.3527 2.2628 0.5998 -0.72 -0.19 -0.75 0.117
H 0.0689 1.7177 -1.1796 0.56 0.30 0.91 0.130
H 1.5249 0.4374 1.1971 -0.26 -0.16 0.69 0.106
H 2.7578 -0.9835 0.4058 -0.37 -0.04 -0.16 0.099
H 0.6741 -0.5414 -1.6793 -0.33 0.04 1.38 0.175
H -0.8808 -1.7047 -0.0005 -2.55 -2.99 -1.02 0.044
H -0.1401 -1.0228 1.5961 0.85 -1.18 -3.01 0.198
N -2.0300 0.5539 -0.2052 6.17 2.56 1.54 -0.006
N 2.3400 -0.5424 -0.4107 0.38 0.68 -1.80 0.064
O -2.8138 -0.5027 -0.2733 1.44 -3.72 -0.32 -0.043
```
Forces are in eV/Å.

E_HOMO = -8.0 eV
relative energy (zero: lowest compared OMol25 entry of this formula, charge and spin) = 8.187 eV
multiplicity = 1
frontier orbital gap = 0.3248 Eh

---

Number 1: E -85452.73260 eV. Number 2: E -9557.96886 eV. Number 3: E -10334.53922 eV.